[1]
A molecular structure, C34H52ClN3SSi3Ta. Source: the Open Molecules 2025 dataset; level of theory: wB97M-V/def2-TZVPD.

Computed properties:
electronic energy: -3274.9634 hartree
energy above the lowest of the compared OMol25 structures with the same formula, charge and spin: 0.000 eV
LUMO: -3.043 eV
orbital gap: 0.256 Eh
HOMO energy: -10.02 eV
total charge: +1

Atoms and positions in Å:
Ta  0.56  -0.02  0.16
C  -2.05  3.13  1.85
C  -1.27  3.78  0.73
C  -1.73  4.99  0.22
C  -1.06  5.63  -0.80
C  0.10  5.08  -1.31
C  0.60  3.88  -0.82
C  1.92  3.35  -1.30
C  -0.12  3.21  0.17
N  0.36  1.95  0.71
C  0.75  2.09  2.04
C  1.26  3.39  2.59
C  0.58  0.98  2.82
C  0.78  1.07  4.31
N  0.12  -0.17  2.17
C  -0.15  -1.30  3.03
C  0.91  -1.98  3.67
C  2.35  -1.52  3.64
C  0.60  -3.09  4.44
C  -0.71  -3.51  4.61
C  -1.74  -2.78  4.05
C  -1.48  -1.65  3.28
C  -2.64  -0.80  2.85
H  -3.12  3.27  1.70
H  -1.80  3.59  2.81
H  -1.84  2.07  1.94
H  -2.63  5.43  0.64
H  -1.43  6.58  -1.19
H  0.66  5.60  -2.09
H  2.35  4.02  -2.05
H  1.83  2.37  -1.74
H  2.63  3.26  -0.47
H  1.65  4.02  1.79
H  2.07  3.21  3.29
H  0.49  3.96  3.11
H  0.19  1.91  4.69
H  1.82  1.26  4.57
H  0.45  0.18  4.83
H  2.54  -0.76  2.88
H  3.01  -2.36  3.44
H  2.61  -1.11  4.61
H  1.41  -3.62  4.93
H  -0.92  -4.39  5.21
H  -2.77  -3.07  4.22
H  -3.44  -1.40  2.42
H  -2.35  -0.04  2.13
H  -3.05  -0.29  3.72
C  -1.34  -3.82  -2.29
Si  -1.15  -2.02  -1.82
C  -2.42  -1.18  -2.95
C  -1.85  -1.80  -0.07
C  0.61  -1.32  -1.76
Si  1.95  -2.56  -1.45
C  0.60  -3.92  0.97
C  3.69  -2.08  -1.94
C  1.80  -4.33  -2.05
Si  0.87  -0.15  -3.18
C  0.46  -0.85  -4.87
C  2.54  0.66  -3.44
C  -0.44  1.11  -2.61
C  -1.06  2.03  -3.45
C  -2.21  2.68  -3.05
C  -2.74  2.38  -1.81
C  -2.04  1.52  -0.98
N  -0.91  0.92  -1.35
H  -2.41  -3.99  -2.43
H  -0.99  -4.56  -1.57
H  -0.86  -4.04  -3.25
H  -3.08  -1.95  -3.34
H  -2.01  -0.65  -3.82
H  -3.03  -0.48  -2.40
H  -2.48  -2.67  0.16
H  -2.49  -0.92  0.03
H  -1.13  -1.81  0.76
H  0.16  -3.81  1.96
H  1.15  -4.85  0.91
H  -0.19  -3.91  0.22
H  4.12  -1.30  -1.31
H  3.73  -1.74  -2.97
H  4.32  -2.97  -1.86
H  0.96  -4.91  -1.69
H  2.72  -4.84  -1.74
H  1.78  -4.33  -3.14
H  1.27  -1.52  -5.15
H  0.43  -0.05  -5.62
H  -0.47  -1.41  -4.93
H  3.13  0.07  -4.14
H  3.13  0.81  -2.54
H  2.38  1.64  -3.91
H  -0.65  2.20  -4.44
H  -2.71  3.38  -3.70
H  -3.66  2.82  -1.45
H  -2.39  1.31  0.02
Cl  2.83  0.40  0.24
S  1.78  -2.55  0.74


[2]
3 unconnected molecules or ions with the total composition C34H52F9N8O10P2 at a distorted geometry. Source: the Open Molecules 2025 dataset; level of theory: wB97M-V/def2-TZVPD.

Computed properties:
electronic energy: -4097.9069 hartree
LUMO: -3.731 eV
orbital gap: 0.281 Eh
HOMO energy: -11.37 eV
total charge: +1

Atoms and positions in Å:
C  7.68  -3.29  -1.31
C  6.44  -3.26  -0.22
O  5.59  -4.46  -0.24
P  4.12  -4.13  -1.19
O  4.60  -3.31  -2.45
C  2.92  -3.19  -0.03
C  2.84  -1.58  -0.41
C  1.49  -1.20  -1.28
N  1.74  -1.24  -2.80
C  0.33  -1.25  -3.38
N  0.21  -1.67  -4.70
C  -1.09  -1.79  -5.47
C  -1.40  -0.46  -6.43
N  -0.67  0.78  -5.95
N  -0.84  -0.83  -7.83
N  -2.89  -0.22  -6.43
N  -0.95  -0.91  -2.66
C  -0.79  0.17  -1.62
C  -2.04  0.22  -0.51
C  -2.29  -1.21  0.25
P  -3.97  -1.91  -0.44
O  -4.03  -1.59  -2.01
O  -5.34  -1.01  0.25
C  -6.51  -1.14  -0.66
C  -7.92  -0.56  0.04
O  -4.22  -3.60  -0.08
C  -3.00  -4.40  -0.27
C  -2.48  -4.51  -1.82
C  0.65  0.09  -0.77
C  1.42  1.52  -0.64
F  0.53  2.34  0.28
F  2.72  1.50  0.08
C  1.59  2.41  -1.98
F  1.48  1.70  -3.27
F  0.45  3.41  -1.99
C  2.95  3.34  -2.06
F  3.11  4.25  -0.86
F  2.71  4.29  -3.20
C  4.32  2.52  -2.45
F  5.41  3.07  -1.57
F  4.71  2.88  -3.86
F  4.21  1.05  -2.41
O  3.54  -5.68  -1.75
C  2.19  -5.59  -2.31
C  2.11  -5.09  -3.87
H  7.49  -2.46  -2.13
H  8.74  -3.12  -0.84
H  7.70  -4.34  -1.87
H  6.96  -3.23  0.85
H  5.84  -2.26  -0.32
H  3.38  -3.27  1.07
H  1.84  -3.68  0.04
H  3.83  -1.28  -0.97
H  2.76  -1.00  0.63
H  0.77  -2.14  -1.10
H  2.26  -2.11  -3.07
H  1.10  -1.94  -5.23
H  -2.04  -1.99  -4.80
H  -0.97  -2.76  -6.16
H  -0.66  1.42  -6.78
H  -1.23  1.26  -5.19
H  -1.33  -1.74  -8.05
H  0.16  -1.13  -7.60
H  -3.42  -1.13  -6.42
H  -3.19  0.35  -5.60
H  -1.30  -1.81  -2.28
H  -0.90  1.21  -2.20
H  -3.02  0.62  -1.07
H  -1.74  1.02  0.28
H  -1.48  -2.01  -0.10
H  -2.28  -1.13  1.42
H  -6.67  -2.28  -0.96
H  -6.40  -0.53  -1.66
H  -7.80  0.57  0.36
H  -8.11  -1.26  0.96
H  -8.78  -0.60  -0.78
H  -2.14  -4.07  0.48
H  -3.28  -5.51  0.07
H  -3.14  -3.97  -2.61
H  -1.35  -4.13  -1.83
H  -2.44  -5.66  -2.15
H  0.29  -0.18  0.34
H  1.44  -4.95  -1.69
H  1.75  -6.71  -2.30
H  2.41  -5.96  -4.63
H  0.96  -4.87  -4.09
H  2.78  -4.17  -4.13
C  1.16  3.28  4.37
C  0.71  2.90  5.63
C  -0.57  2.35  5.78
C  -1.38  2.19  4.66
C  -0.94  2.59  3.39
C  0.34  3.13  3.25
N  -2.72  1.60  4.80
O  -3.09  1.28  5.95
O  -3.40  1.44  3.78
H  2.16  3.70  4.26
H  1.36  3.02  6.50
H  -0.90  2.06  6.78
H  -1.56  2.47  2.51
H  0.70  3.44  2.27
C  -2.46  7.36  7.97
C  -1.46  8.11  8.59
C  -0.30  7.48  9.07
C  -0.16  6.10  8.90
C  -1.16  5.34  8.28
C  -2.31  5.98  7.82
N  1.06  5.43  9.38
O  1.92  6.13  9.94
O  1.17  4.22  9.18
H  -3.35  7.86  7.60
H  -1.58  9.19  8.71
H  0.47  8.08  9.55
H  -1.06  4.27  8.15
H  -3.10  5.41  7.33


[3]
A molecular structure, C34H52N3OP2Zr at a distorted geometry. Source: the Open Molecules 2025 dataset; level of theory: wB97M-V/def2-TZVPD.

Computed properties:
electronic energy: -2295.0156 hartree
LUMO (spin up / spin down): -10.644 / -10.646 eV
orbital gap (spin up / spin down): 0.175 / 0.175 Eh
HOMO energy (spin up / spin down): -15.40 / -15.40 eV
total charge: +3

Atoms and positions in Å:
C  -1.51  -1.47  -2.37
C  0.81  -1.87  -2.27
C  -1.64  -2.23  -3.53
C  0.68  -2.78  -3.35
C  -0.53  -2.96  -3.97
H  -2.60  -2.23  -4.04
H  1.58  -3.26  -3.74
H  -0.64  -3.64  -4.81
N  -0.36  -1.45  -1.66
P  -2.73  -0.15  -0.19
P  2.71  -0.31  -0.62
C  -2.62  -0.48  -1.99
H  -2.42  0.48  -2.50
H  -3.59  -0.83  -2.37
C  2.09  -1.32  -1.93
H  2.93  -1.87  -2.39
C  4.17  0.56  -1.54
C  3.33  -1.24  0.98
C  -3.50  1.58  -0.11
C  -3.99  -1.49  0.24
C  4.08  2.05  -1.13
H  4.19  2.19  -0.05
H  4.88  2.61  -1.64
H  3.12  2.47  -1.44
C  5.56  -0.02  -1.21
H  5.84  0.07  -0.16
H  5.65  -1.07  -1.52
H  6.31  0.55  -1.79
C  4.03  0.46  -3.07
H  4.68  1.22  -3.52
H  4.33  -0.52  -3.47
H  3.00  0.66  -3.39
C  4.20  -0.29  1.84
H  3.63  0.61  2.13
H  4.48  -0.82  2.77
H  5.12  0.04  1.37
C  2.12  -1.61  1.84
H  1.56  -0.71  2.18
H  1.45  -2.35  1.38
H  2.47  -2.08  2.77
C  4.07  -2.50  0.53
H  5.00  -2.28  0.01
H  4.32  -3.10  1.41
H  3.44  -3.11  -0.13
C  -4.50  -1.22  1.66
H  -5.15  -2.06  1.95
H  -3.68  -1.18  2.39
H  -5.09  -0.30  1.73
C  -3.24  -2.83  0.18
H  -2.90  -3.06  -0.84
H  -2.38  -2.85  0.85
H  -3.93  -3.62  0.50
C  -5.21  -1.63  -0.70
H  -5.88  -2.38  -0.25
H  -5.79  -0.72  -0.81
H  -4.95  -2.01  -1.69
C  -2.67  2.56  -0.97
H  -2.87  2.45  -2.04
H  -2.94  3.59  -0.69
H  -1.59  2.45  -0.82
C  -3.45  2.04  1.36
H  -2.42  2.05  1.75
H  -3.85  3.06  1.41
H  -4.06  1.40  2.01
C  -4.95  1.62  -0.61
H  -5.06  1.23  -1.63
H  -5.64  1.08  0.06
H  -5.28  2.67  -0.61
Zr  -0.11  -0.24  0.34
C  -1.01  -1.53  2.08
O  -1.37  -1.96  3.10
N  0.42  1.23  -1.08
C  0.99  1.13  -2.15
C  0.96  1.88  -3.38
C  0.79  3.27  -3.21
C  0.99  1.31  -4.68
C  0.72  4.10  -4.33
H  0.70  3.68  -2.20
C  0.94  2.16  -5.78
H  1.03  0.22  -4.79
C  0.79  3.54  -5.61
H  0.61  5.17  -4.19
H  1.03  1.74  -6.79
H  0.72  4.19  -6.49
C  1.21  2.53  4.96
C  -0.07  2.63  4.10
C  -0.06  1.76  2.96
N  -0.04  1.10  2.00
H  1.41  1.50  5.26
H  1.10  3.12  5.88
H  2.08  2.92  4.43
H  -0.95  2.38  4.71
H  -0.19  3.66  3.73


[4]
A molecular structure, C34H52N4O5OsP2SSb. Source: the Open Molecules 2025 dataset; level of theory: wB97M-V/def2-TZVPD.

Computed properties:
electronic energy: -3333.5615 hartree
energy above the lowest of the compared OMol25 structures with the same formula, charge and spin: 0.423 eV
2S+1: 5
LUMO (spin up / spin down): -3.463 / -4.661 eV
expectation value of S²: 6.021
orbital gap (spin up / spin down): 0.248 / 0.208 Eh
HOMO energy (spin up / spin down): -10.22 / -10.33 eV
total charge: +1

Atoms and positions in Å:
Os  -0.79  -1.77  0.43
C  -4.79  -6.34  0.40
C  -3.35  -5.93  0.32
C  -2.43  -6.39  1.26
C  -1.11  -5.98  1.22
C  -0.70  -5.10  0.25
C  -1.59  -4.64  -0.72
C  -2.91  -5.05  -0.67
S  1.03  -4.57  0.24
O  1.14  -3.33  -2.64
O  1.69  -5.34  1.30
N  0.70  -3.02  0.86
C  1.69  -2.50  1.80
C  1.98  -1.02  1.51
O  3.11  -0.55  1.59
O  0.95  -0.32  1.19
H  -4.89  -7.40  0.63
H  -5.31  -6.13  -0.53
H  -5.29  -5.79  1.20
H  -2.76  -7.08  2.03
H  -0.38  -6.34  1.95
H  -1.25  -4.00  -1.53
H  -3.61  -4.70  -1.41
H  2.61  -3.09  1.81
H  1.28  -2.52  2.81
C  -3.90  -0.01  -0.57
P  -2.28  0.07  0.26
C  -1.38  1.28  -0.79
N  -1.79  2.52  -0.79
C  -1.13  3.42  -1.57
C  -1.54  4.77  -1.60
C  -0.88  5.65  -2.40
C  0.21  5.24  -3.19
C  0.64  3.94  -3.17
C  -0.02  3.00  -2.35
N  0.38  1.71  -2.33
C  -0.27  0.86  -1.58
P  0.09  -0.95  -1.70
C  -1.08  -1.25  -3.09
C  1.82  -1.05  -2.48
C  1.79  -0.64  -3.96
C  2.27  -2.51  -2.38
C  2.81  -0.17  -1.72
C  -2.66  1.00  1.86
C  -3.07  -0.04  2.91
C  -3.80  2.01  1.68
C  -1.40  1.72  2.34
H  -4.26  1.00  -0.78
H  -4.61  -0.53  0.08
H  -3.82  -0.57  -1.50
H  -2.38  5.07  -0.98
H  -1.19  6.69  -2.43
H  0.72  5.96  -3.82
H  1.48  3.61  -3.78
H  -0.94  -0.49  -3.86
H  -2.10  -1.17  -2.70
H  -0.94  -2.24  -3.51
H  1.25  -1.37  -4.56
H  2.82  -0.60  -4.32
H  1.34  0.34  -4.08
H  1.42  -4.25  -2.73
H  2.68  -2.72  -1.38
H  3.05  -2.71  -3.12
H  2.55  0.88  -1.83
H  3.81  -0.32  -2.14
H  2.87  -0.41  -0.66
H  -3.88  -0.68  2.57
H  -3.40  0.49  3.81
H  -2.22  -0.67  3.18
H  -4.76  1.51  1.54
H  -3.62  2.68  0.84
H  -3.87  2.61  2.59
H  -0.54  1.05  2.35
H  -1.57  2.09  3.35
H  -1.18  2.58  1.69
O  -3.46  -4.03  2.97
C  -2.73  -3.37  2.32
N  -2.01  -2.68  1.67
C  4.06  3.16  -1.18
C  4.19  2.44  0.16
Sb  2.24  2.03  1.06
C  1.43  4.08  0.94
C  2.32  5.06  1.69
C  2.64  1.96  3.19
C  4.10  2.25  3.51
H  5.05  3.41  -1.56
H  3.50  4.09  -1.09
H  3.57  2.54  -1.92
H  4.70  3.05  0.90
H  4.70  1.49  0.07
H  0.42  4.06  1.34
H  1.36  4.33  -0.12
H  2.40  4.81  2.75
H  1.89  6.06  1.62
H  3.32  5.11  1.27
H  2.36  0.97  3.52
H  1.97  2.69  3.64
H  4.76  1.55  2.99
H  4.27  2.13  4.58
H  4.39  3.27  3.24